No. 1
{"formula": "C3H10N3O2", "method": "ωB97M-V/def2-TZVPD", "species": ["N", "C", "O", "O", "H", "H", "H", "C", "C", "N", "N", "H", "H", "H", "H", "H", "H", "H"], "positions_angstrom": [[-1.0707, -1.2522, -1.8799], [-1.7478, -0.3420, -1.0974], [-2.2136, 0.7262, -1.7758], [-1.9958, -0.4662, 0.0812], [-0.5448, -1.9047, -1.3288], [-0.5150, -0.8234, -2.6081], [-2.2981, 0.4975, -2.7139], [1.1485, 0.6665, 0.9907], [2.3258, 0.1288, 1.3120], [3.5365, 0.4044, 0.7143], [-0.0455, 0.3347, 1.7677], [0.9944, 1.2578, 0.1009], [2.4028, -0.5123, 2.1852], [4.1890, -0.3704, 0.7335], [3.4493, 0.7244, -0.2422], [-0.7440, -0.1827, 1.1754], [-0.5063, 1.1546, 2.1557], [0.1763, -0.3473, 2.4932]], "forces_ev_per_angstrom": [[0.162, 0.804, 0.549], [-0.509, 0.093, -1.174], [0.020, -0.466, 0.149], [0.510, -0.042, 0.422], [0.028, -0.477, 0.025], [-0.104, -0.229, -0.166], [0.026, 0.248, 0.044], [0.336, -0.289, -0.326], [0.323, 0.219, 0.329], [-0.487, -0.613, -0.527], [-0.033, -0.818, -0.384], [-0.223, 0.190, 0.155], [-0.009, -0.014, 0.036], [0.043, 0.174, 0.284], [0.117, 0.309, 0.093], [-0.251, 0.517, -0.113], [-0.060, 0.004, 0.232], [0.111, 0.391, 0.373]], "homo_energy_ev": -13.1933, "spin_multiplicity": 1, "charge": 1, "homo_lumo_gap_ha": 0.3747, "relative_energy_kj_mol": 163.1}



No. 2
{"formula": "C2H8N2", "method": "ωB97M-V/def2-TZVPD", "species": ["N", "C", "C", "N", "H", "H", "H", "H", "H", "H", "H", "H"], "positions_angstrom": [[1.6559, -0.6575, -0.0153], [0.4793, -0.2154, 0.7101], [-0.4595, 0.7786, -0.1387], [-1.5860, -0.0508, -0.5826], [2.4111, -0.3833, 0.5851], [1.4859, -0.3572, -0.9748], [0.6784, 0.2003, 1.7430], [0.0118, -1.1146, 1.0692], [-0.8523, 1.6474, 0.5645], [-0.0573, 1.3499, -0.9205], [-2.3385, -0.0909, 0.1254], [-1.9472, 0.3275, -1.4346]], "forces_ev_per_angstrom": [[-1.115, -0.005, 0.478], [-0.539, 1.462, 0.906], [-1.893, -0.812, 4.590], [-0.270, 0.207, 0.134], [1.039, 0.364, -1.359], [1.564, 0.068, 0.474], [0.582, 0.406, -1.232], [-1.520, -0.329, -0.613], [0.803, -1.606, -0.951], [1.237, 0.064, -1.322], [0.726, 0.087, -0.748], [-0.615, 0.092, -0.356]], "homo_energy_ev": -8.6717, "spin_multiplicity": 1, "homo_lumo_gap_ha": 0.3599, "relative_energy_kj_mol": 119.5, "smiles": "NCCN"}



No. 3
{"formula": "C22H36BiN2O4PS4", "method": "ωB97M-V/def2-TZVPD", "species": ["Bi", "N", "C", "C", "N", "H", "H", "H", "H", "H", "H", "H", "H", "C", "C", "O", "P", "S", "S", "O", "C", "C", "H", "H", "H", "H", "H", "H", "H", "H", "H", "H", "O", "S", "C", "C", "C", "C", "S", "O", "C", "C", "C", "C", "C", "C", "C", "C", "C", "C", "C", "C", "H", "H", "H", "H", "H", "H", "H", "H", "H", "H", "H", "H", "H", "H", "H", "H", "H", "H"], "positions_angstrom": [[0.6011, 0.1321, -0.7872], [0.7171, 0.4326, 1.6932], [1.9949, 0.7917, 2.3391], [3.1111, -0.1609, 1.9344], [3.4591, 0.0389, 0.5334], [0.0069, 1.1417, 1.8485], [0.3795, -0.4634, 2.0323], [1.8986, 0.7739, 3.4277], [2.2486, 1.8079, 2.0319], [2.7626, -1.1908, 2.0498], [3.9570, -0.0107, 2.6136], [4.1161, -0.6615, 0.2139], [3.8687, 0.9544, 0.3858], [-1.7792, 5.7198, -2.4889], [-0.4901, 5.1068, -2.9852], [-0.6973, 3.6907, -3.2186], [0.3526, 2.6249, -2.7106], [-0.2203, 0.8367, -3.3847], [0.6397, 2.7743, -0.7063], [1.7735, 3.0478, -3.2975], [2.2628, 2.6354, -4.5922], [3.4900, 1.7690, -4.4097], [-1.6451, 6.7947, -2.3733], [-2.0607, 5.2890, -1.5282], [-2.5834, 5.5401, -3.2012], [0.3136, 5.2420, -2.2583], [-0.1858, 5.5467, -3.9348], [2.4998, 3.5485, -5.1374], [1.4801, 2.0923, -5.1237], [4.2043, 2.2709, -3.7580], [3.9552, 1.5901, -5.3788], [3.2187, 0.8123, -3.9612], [-2.9864, 0.5988, 0.3207], [-4.4135, 0.8267, -0.0507], [-5.0162, -0.7316, -0.8430], [-4.2568, -1.9874, -0.4368], [-2.8909, -2.1564, -1.1264], [-2.2256, -3.4304, -0.6336], [-0.4074, -3.6146, -0.8632], [0.3072, -2.4516, -0.2215], [-0.2864, -3.3465, -2.6397], [-1.0844, -4.0851, -3.5045], [-0.9506, -3.9074, -4.8709], [-0.0225, -2.9996, -5.3660], [0.8040, -2.3047, -4.4980], [0.6876, -2.4939, -3.1283], [-5.3015, 0.6611, 1.5134], [-6.4851, 1.3599, 1.6992], [-7.0972, 1.3400, 2.9433], [-6.5288, 0.6251, 3.9876], [-5.3437, -0.0715, 3.7922], [-4.7201, -0.0444, 2.5546], [-4.9532, -0.5695, -1.9204], [-6.0661, -0.7837, -0.5537], [-4.8777, -2.8499, -0.6926], [-4.1281, -1.9933, 0.6488], [-2.2559, -1.3038, -0.8994], [-3.0303, -2.1877, -2.2091], [-2.6398, -4.3257, -1.1010], [-2.3451, -3.5206, 0.4483], [-1.8026, -4.7955, -3.1136], [-1.5658, -4.4812, -5.5505], [0.0633, -2.8443, -6.4329], [1.5474, -1.6205, -4.8841], [1.3551, -1.9940, -2.4371], [-6.9160, 1.9230, 0.8798], [-8.0114, 1.8961, 3.1008], [-6.9974, 0.6304, 4.9624], [-4.8984, -0.6247, 4.6085], [-3.7741, -0.5463, 2.3947]], "forces_ev_per_angstrom": [[-0.175, -0.157, -0.025], [0.280, 0.017, -0.134], [0.049, -0.159, 0.127], [-0.090, 0.146, -0.004], [-0.185, -0.004, -0.090], [-0.094, -0.143, 0.156], [-0.126, 0.085, 0.113], [-0.037, 0.093, -0.018], [-0.013, 0.013, 0.044], [0.060, -0.008, 0.077], [-0.052, -0.048, 0.043], [0.003, 0.048, -0.048], [0.069, -0.048, -0.019], [0.070, -0.178, -0.027], [-0.066, 0.249, 0.092], [0.065, -0.215, 0.070], [0.252, 0.051, -0.493], [0.027, 0.413, 0.232], [-0.137, -0.079, -0.164], [-0.240, -0.025, 0.202], [0.090, -0.061, -0.186], [-0.166, 0.107, 0.067], [-0.023, 0.017, 0.023], [-0.007, 0.033, 0.006], [-0.003, 0.026, -0.003], [0.018, 0.025, -0.037], [0.065, -0.068, 0.013], [-0.041, -0.001, 0.027], [0.004, 0.075, -0.033], [0.058, -0.010, -0.044], [0.035, -0.042, 0.013], [0.010, -0.010, 0.001], [0.403, 0.002, -0.171], [-0.195, -0.543, 0.381], [0.099, 0.265, -0.017], [0.205, 0.084, -0.010], [-0.064, 0.050, 0.054], [0.424, 0.140, -0.114], [-0.301, -0.158, -0.223], [-0.157, 0.172, 0.071], [-0.084, -0.149, 0.181], [-0.086, -0.024, 0.033], [-0.011, -0.011, 0.040], [0.045, 0.027, -0.035], [0.018, -0.061, -0.061], [-0.058, 0.026, 0.170], [0.023, 0.200, -0.146], [0.021, -0.063, -0.112], [-0.092, -0.011, 0.012], [0.024, 0.037, 0.004], [-0.030, -0.006, -0.016], [0.093, -0.087, -0.009], [-0.022, 0.058, 0.001], [-0.038, -0.050, -0.120], [-0.068, -0.002, 0.081], [0.016, -0.078, -0.030], [0.010, 0.177, 0.052], [0.055, -0.017, -0.020], [-0.020, -0.070, 0.118], [0.090, -0.141, 0.011], [-0.014, 0.000, -0.075], [-0.033, 0.025, 0.001], [0.021, -0.027, -0.005], [-0.004, 0.013, 0.007], [0.042, -0.014, -0.075], [-0.001, 0.050, 0.026], [-0.011, -0.007, 0.000], [-0.026, -0.029, -0.004], [0.004, 0.005, 0.007], [0.021, 0.073, 0.016]], "homo_energy_ev": [-9.4080, -11.1120], "spin_multiplicity": 2, "charge": 1, "homo_lumo_gap_ha": [0.2743, 0.2943], "relative_energy_kj_mol": 13.7}



No. 4
{"formula": "C31H39BClFeGeN3O4", "method": "ωB97M-V/def2-TZVPD", "species": ["Fe", "O", "C", "C", "C", "C", "N", "C", "C", "C", "C", "C", "C", "O", "C", "C", "N", "H", "H", "H", "H", "H", "H", "H", "H", "H", "H", "H", "H", "C", "Ge", "C", "C", "C", "H", "H", "H", "H", "H", "H", "H", "H", "H", "H", "H", "Cl", "C", "C", "C", "C", "N", "C", "H", "H", "H", "H", "C", "C", "C", "C", "C", "C", "C", "C", "O", "B", "O", "C", "C", "H", "H", "H", "H", "H", "H", "H", "H", "H", "H", "H", "H"], "positions_angstrom": [[0.8171, -0.2721, 0.6931], [7.6664, 0.8080, -0.5767], [6.8704, 1.7568, 0.1204], [5.4634, 1.2500, 0.2358], [5.2190, -0.1116, 0.5297], [3.9185, -0.4995, 0.7425], [2.8620, 0.3164, 0.6585], [3.0709, 1.6212, 0.2733], [4.3955, 2.0944, 0.1000], [1.9136, 2.4176, 0.0259], [1.9645, 3.8258, -0.1278], [0.8295, 4.5517, -0.3644], [0.8783, 6.0513, -0.5043], [1.9033, 6.6654, 0.2612], [-0.4001, 3.8591, -0.4605], [-0.3897, 2.4940, -0.2978], [0.6997, 1.7620, -0.0544], [8.5751, 1.1173, -0.5899], [6.8684, 2.7243, -0.3931], [7.2674, 1.9129, 1.1326], [6.0346, -0.8177, 0.5806], [3.6923, -1.5238, 1.0248], [4.5667, 3.1291, -0.1657], [2.9082, 4.3448, -0.0352], [-0.1024, 6.4707, -0.2508], [1.0936, 6.3218, -1.5404], [1.8167, 6.3677, 1.1725], [-1.3267, 4.3848, -0.6499], [-1.3196, 1.9403, -0.3687], [-3.2817, -2.3234, -1.3792], [-3.7195, -1.6993, 0.4443], [-3.4973, -3.1338, 1.7732], [-5.5755, -1.0410, 0.5074], [-2.5017, -0.1627, 0.8234], [-3.2345, -3.4127, -1.4247], [-2.3113, -1.9291, -1.6734], [-4.0242, -1.9815, -2.1001], [-4.0635, -4.0157, 1.4715], [-3.8556, -2.8043, 2.7478], [-2.4498, -3.4176, 1.8661], [-6.2748, -1.8580, 0.3259], [-5.7362, -0.2768, -0.2533], [-5.7952, -0.6100, 1.4845], [-3.0803, 0.7470, 0.6499], [-1.6799, -0.1835, 0.0980], [0.4760, -5.4311, 2.7678], [0.6333, -4.5189, 1.3049], [0.9195, -5.1551, 0.1079], [1.0436, -4.3475, -1.0158], [0.8519, -2.9878, -0.9034], [0.5443, -2.3777, 0.2502], [0.4582, -3.1513, 1.3424], [1.0362, -6.2277, 0.0559], [1.2833, -4.7826, -1.9759], [0.9389, -2.3380, -1.7646], [0.2432, -2.6486, 2.2785], [1.0480, 1.3252, 8.1468], [1.4285, 0.1524, 7.2271], [2.7604, 0.4878, 6.5533], [1.6147, -1.1193, 8.0682], [0.3090, -0.0628, 6.2081], [-0.9855, -0.3316, 6.6667], [-2.0746, -0.4652, 5.8145], [-1.8293, -0.3375, 4.4667], [-2.7046, -0.3770, 3.4079], [-1.9435, -0.1922, 2.2671], [-0.5867, -0.0425, 2.6168], [-0.5464, -0.1208, 3.9947], [0.5347, 0.0320, 4.8347], [1.8646, 1.5421, 8.8388], [0.1602, 1.0989, 8.7369], [0.8453, 2.2220, 7.5589], [3.5159, 0.6734, 7.3175], [2.6769, 1.3845, 5.9370], [3.1079, -0.3383, 5.9300], [2.4400, -0.9843, 8.7706], [1.8416, -1.9730, 7.4272], [0.7177, -1.3537, 8.6419], [-1.1619, -0.4369, 7.7287], [-3.0701, -0.6567, 6.1921], [1.5143, 0.2136, 4.4146]], "forces_ev_per_angstrom": [[0.207, 0.253, -0.445], [-0.041, -0.091, -0.069], [-0.049, 0.128, 0.062], [-0.150, 0.059, -0.078], [0.048, -0.102, 0.088], [0.113, 0.075, 0.080], [-0.251, -0.308, -0.246], [-0.308, 0.035, 0.051], [0.245, -0.030, 0.098], [0.103, -0.242, 0.011], [-0.081, 0.159, -0.083], [0.189, -0.110, 0.126], [-0.008, -0.008, -0.002], [0.044, 0.045, -0.039], [-0.061, 0.035, -0.105], [-0.058, 0.060, -0.067], [-0.016, -0.321, 0.420], [0.036, 0.033, 0.028], [0.002, -0.013, 0.010], [0.033, -0.005, -0.031], [-0.039, -0.020, 0.050], [0.021, -0.016, -0.046], [0.000, -0.002, -0.029], [-0.003, 0.008, 0.007], [0.007, -0.008, -0.015], [-0.048, 0.012, 0.002], [-0.023, -0.039, 0.002], [-0.010, -0.030, 0.012], [0.029, 0.040, 0.023], [-0.064, -0.071, 0.262], [-0.100, 0.120, -0.158], [-0.023, 0.167, -0.184], [0.232, -0.113, 0.014], [0.097, -0.420, 0.188], [-0.030, 0.024, 0.005], [0.082, 0.018, -0.035], [-0.006, 0.018, 0.026], [0.002, 0.009, -0.016], [0.014, 0.013, -0.004], [0.082, -0.048, 0.021], [0.002, 0.001, 0.003], [0.021, 0.004, -0.003], [0.010, -0.005, 0.006], [-0.027, 0.022, 0.045], [-0.070, 0.015, -0.002], [-0.007, 0.036, -0.006], [0.021, -0.371, -0.016], [-0.020, 0.333, -0.037], [-0.040, -0.345, 0.086], [-0.145, 0.449, -0.171], [0.395, 0.231, 0.430], [-0.150, 0.336, 0.032], [0.032, -0.009, 0.042], [-0.009, 0.046, -0.018], [0.017, -0.016, -0.005], [-0.044, -0.054, 0.020], [0.032, -0.064, -0.054], [0.039, 0.005, 0.062], [-0.110, -0.050, 0.008], [0.001, 0.072, -0.051], [-0.036, 0.000, 0.106], [0.029, 0.003, -0.033], [-0.126, -0.037, -0.063], [0.323, 0.092, -0.042], [-0.232, -0.082, 0.112], [0.017, 0.223, -0.180], [-0.180, -0.186, -0.289], [-0.137, 0.006, 0.279], [0.074, -0.076, -0.235], [-0.004, -0.010, 0.000], [-0.027, 0.014, 0.002], [0.017, 0.014, 0.020], [0.013, -0.009, -0.006], [0.053, -0.002, -0.010], [0.035, 0.036, -0.028], [-0.012, -0.016, 0.012], [0.018, -0.010, 0.019], [-0.005, -0.021, 0.003], [0.023, 0.046, 0.024], [0.007, 0.017, -0.013], [-0.016, 0.044, 0.017]], "homo_energy_ev": [-4.3495, -5.8253], "spin_multiplicity": 5, "homo_lumo_gap_ha": [0.1627, 0.2141], "relative_energy_kj_mol": 0.0}



No. 5
{"formula": "C23H22N2O3", "method": "ωB97M-V/def2-TZVPD", "species": ["C", "C", "N", "C", "C", "C", "C", "C", "C", "C", "C", "C", "N", "C", "O", "C", "O", "C", "C", "C", "C", "C", "C", "O", "C", "C", "C", "C", "H", "H", "H", "H", "H", "H", "H", "H", "H", "H", "H", "H", "H", "H", "H", "H", "H", "H", "H", "H", "H", "H"], "positions_angstrom": [[5.0983, -2.2764, -1.3161], [3.8995, -3.1374, -1.7135], [2.7435, -2.8434, -0.9109], [2.4353, -3.4229, 0.2956], [3.0884, -4.4338, 0.9883], [2.5510, -4.8466, 2.1920], [1.3911, -4.2717, 2.7074], [0.7375, -3.2639, 2.0275], [1.2572, -2.8319, 0.8146], [0.8562, -1.8333, -0.1342], [-0.2026, -0.9405, -0.1863], [-0.3031, -0.0816, -1.2722], [-1.3879, 0.8037, -1.2938], [-1.7571, 1.6881, -2.2407], [-1.1999, 1.9049, -3.2969], [-3.0505, 2.4358, -1.8677], [-3.3421, 2.3908, -0.4882], [-2.6664, 3.2665, 0.3349], [-2.5921, 4.6281, 0.0993], [-1.9548, 5.4638, 1.0021], [-1.3923, 4.9374, 2.1469], [-1.4615, 3.5761, 2.4003], [-2.0924, 2.7290, 1.5028], [-2.2044, 1.3739, 1.6492], [-1.7247, 0.7906, 2.8367], [0.6502, -0.1159, -2.2967], [1.7073, -1.0025, -2.2584], [1.8114, -1.8675, -1.1780], [5.3586, -2.4521, -0.2748], [5.9566, -2.5169, -1.9378], [4.8601, -1.2225, -1.4385], [3.6454, -2.9636, -2.7627], [4.1435, -4.1969, -1.5953], [3.9905, -4.8884, 0.6069], [3.0419, -5.6321, 2.7478], [1.0034, -4.6227, 3.6522], [-0.1612, -2.8181, 2.4274], [-0.9416, -0.9144, 0.5996], [-1.9796, 0.7759, -0.4666], [-2.9791, 3.4551, -2.2580], [-3.8851, 1.9347, -2.3686], [-3.0454, 5.0436, -0.7876], [-1.9063, 6.5236, 0.8066], [-0.8938, 5.5819, 2.8546], [-1.0082, 3.1847, 3.2969], [-0.6357, 0.8761, 2.9139], [-2.0009, -0.2616, 2.7836], [-2.1917, 1.2362, 3.7198], [0.5451, 0.5636, -3.1255], [2.4306, -1.0095, -3.0595]], "forces_ev_per_angstrom": [[-0.173, -0.158, -0.094], [0.376, 0.130, -0.009], [-0.006, -0.168, -0.033], [-0.382, 0.012, 0.366], [0.142, -0.071, -0.057], [0.056, -0.032, -0.018], [-0.126, -0.037, 0.203], [0.096, -0.011, -0.104], [0.315, -0.245, 0.025], [0.190, 0.186, -0.424], [0.153, 0.028, -0.211], [0.242, -0.184, -0.055], [-0.348, -0.072, 0.472], [-0.345, 0.273, 0.238], [0.016, 0.025, -0.211], [0.112, 0.019, -0.405], [-0.095, 0.119, 0.316], [0.105, -0.095, 0.154], [-0.100, -0.260, -0.088], [0.086, 0.071, 0.080], [-0.021, 0.114, -0.040], [-0.001, -0.235, 0.037], [-0.111, -0.055, -0.255], [-0.173, 0.298, -0.294], [0.145, -0.107, 0.239], [-0.018, 0.095, -0.104], [0.083, -0.119, 0.082], [-0.538, 0.288, 0.169], [0.046, 0.005, 0.084], [0.133, 0.008, -0.050], [0.011, 0.099, -0.002], [-0.014, -0.124, 0.082], [-0.090, 0.070, -0.099], [0.089, -0.038, -0.034], [0.044, -0.056, 0.030], [-0.033, -0.021, 0.070], [-0.100, 0.031, 0.059], [-0.133, 0.023, 0.108], [0.117, 0.097, -0.202], [0.041, -0.147, 0.044], [0.127, 0.093, 0.021], [-0.063, 0.001, -0.088], [0.007, 0.091, -0.019], [0.041, 0.051, 0.060], [0.024, -0.084, 0.067], [-0.049, 0.005, 0.010], [0.042, 0.052, 0.039], [0.015, -0.001, -0.040], [-0.006, 0.024, -0.029], [0.073, 0.013, -0.089]], "homo_energy_ev": -7.4345, "spin_multiplicity": 1, "homo_lumo_gap_ha": 0.2991, "relative_energy_kj_mol": 149.8, "smiles": "CCn1c2ccccc2c2cc(NC(=O)COc3ccccc3OC)ccc21"}



| no. | DFT total energy (Ha) |
| --- | --- |
| 1 | -434.83802 |
| 2 | -190.45335 |
| 3 | -3418.95569 |
| 4 | -5495.64280 |
| 5 | -1224.91067 |